1.
Molecular formula: C17H25F16N3O3PS
Method: DFT, ωB97M-V/def2-TZVPD

Summary:
largest force on an atom = 0.0264 hartree/bohr
charge = +1
total energy = -92246.15084 eV
HOMO level = -11.789 eV
orbital gap = 8.898 eV
E_LUMO = -2.890 eV

CARTESIAN COORDINATES (ANGSTROEM)
C (-0.19, -2.53, 4.53)
C (-0.83, -2.48, 3.13)
S (-2.56, -2.02, 3.34)
C (-3.15, -2.19, 1.64)
N (-4.30, -3.11, 1.54)
C (-5.43, -2.93, 2.17)
N (-5.61, -1.86, 3.04)
C (-6.49, -2.42, 4.08)
C (-7.29, -3.54, 3.37)
N (-6.50, -3.75, 2.11)
P (-6.43, -5.25, 1.21)
C (-8.02, -5.95, 1.72)
O (-5.36, -6.04, 2.20)
H (0.78, -3.02, 4.49)
H (-0.08, -1.52, 4.92)
H (-0.84, -3.07, 5.23)
H (-0.73, -3.45, 2.63)
H (-0.32, -1.73, 2.53)
H (-3.43, -1.22, 1.23)
H (-2.37, -2.60, 1.01)
H (-4.21, -3.90, 0.92)
H (-6.01, -1.06, 2.55)
H (-7.10, -1.64, 4.52)
H (-5.86, -2.84, 4.86)
H (-7.32, -4.44, 3.98)
H (-8.28, -3.19, 3.10)
H (-7.99, -6.36, 2.72)
H (-8.80, -5.18, 1.66)
H (-8.29, -6.73, 1.00)
H (-5.06, -6.84, 1.77)
C (3.65, 1.17, 0.41)
C (2.93, 0.45, 1.55)
C (2.90, -1.08, 1.53)
F (2.24, -1.54, 0.45)
F (2.22, -1.51, 2.63)
F (1.67, 0.92, 1.69)
F (3.62, 0.76, 2.69)
O (2.85, 1.66, -0.65)
C (2.52, 0.91, -1.74)
C (1.00, 0.73, -1.87)
F (0.49, 0.14, -0.77)
F (0.75, -0.06, -2.93)
F (3.16, -0.27, -1.76)
F (2.91, 1.60, -2.84)
H (4.06, 2.07, 0.87)
H (4.49, 0.58, 0.04)
H (3.91, -1.50, 1.56)
H (0.53, 1.71, -2.02)
C (4.18, 4.38, -4.09)
C (4.11, 4.53, -5.61)
C (5.36, 4.20, -6.44)
F (6.38, 5.01, -6.12)
F (5.06, 4.37, -7.75)
F (3.66, 5.76, -5.94)
F (3.17, 3.63, -6.02)
O (4.41, 5.54, -3.32)
C (5.66, 5.99, -3.00)
C (5.93, 7.40, -3.57)
F (5.80, 7.40, -4.90)
F (7.20, 7.74, -3.26)
F (6.62, 5.12, -3.37)
F (5.72, 6.11, -1.66)
H (3.18, 4.07, -3.80)
H (4.85, 3.57, -3.81)
H (5.65, 3.16, -6.28)
H (5.23, 8.11, -3.12)

=====

2.
Molecular formula: C17H25F5HfNO2P2
Method: DFT, ωB97M-V/def2-TZVPD

Summary:
largest force on an atom = 0.0910 hartree/bohr
charge = +1
total energy = -57080.94744 eV
HOMO level = -11.065 eV
orbital gap = 7.183 eV
ΔE to the lowest compared entry with this formula, charge and spin = 35.4 kcal/mol
E_LUMO = -3.882 eV

CARTESIAN COORDINATES (ANGSTROEM)
C (3.25, -1.53, -2.06)
C (1.94, -1.19, -1.71)
N (1.74, -0.09, -0.89)
C (2.80, 0.35, -0.15)
C (4.09, -0.06, -0.41)
C (4.35, -0.98, -1.43)
C (0.81, -1.70, -2.60)
P (-0.88, -0.98, -2.21)
Hf (-0.38, 1.17, -0.80)
P (0.92, 1.50, 1.56)
C (2.65, 1.34, 0.99)
O (0.55, -5.27, -0.02)
O (1.31, -2.44, 2.78)
H (3.41, -2.27, -2.85)
H (4.92, 0.36, 0.15)
H (5.36, -1.32, -1.64)
C (-1.02, -0.34, -3.92)
C (-1.97, -2.52, -2.29)
H (3.29, 1.05, 1.85)
H (2.98, 2.34, 0.68)
H (0.44, -2.74, -2.49)
H (1.09, -1.59, -3.67)
C (0.77, 3.21, 2.13)
C (1.00, 0.57, 3.15)
H (1.03, -2.10, 1.91)
H (0.84, -3.31, 2.73)
H (0.38, -4.26, -0.04)
H (1.28, -5.28, -0.66)
H (0.17, 2.46, -1.81)
H (-1.06, -0.20, 0.16)
H (-0.97, -1.16, -4.65)
H (-1.95, 0.22, -3.97)
H (-0.17, 0.34, -4.04)
H (-2.09, -2.88, -3.34)
H (-1.58, -3.35, -1.66)
H (-2.96, -2.21, -1.89)
H (1.76, 1.00, 3.83)
H (0.01, 0.62, 3.63)
H (1.25, -0.49, 2.99)
H (1.37, 3.44, 3.02)
H (1.06, 3.89, 1.33)
H (-0.27, 3.42, 2.35)
F (-2.38, 3.15, -0.84)
C (-2.97, 2.54, 0.26)
C (-2.40, 1.38, 0.77)
C (-3.03, 0.81, 1.89)
F (-2.56, -0.29, 2.50)
C (-4.18, 1.40, 2.44)
F (-4.77, 0.84, 3.53)
C (-4.72, 2.57, 1.90)
F (-5.81, 3.13, 2.43)
C (-4.11, 3.17, 0.79)
F (-4.58, 4.31, 0.26)

=====

3.
Molecular formula: C17H25F6IN4O5S
Method: DFT, ωB97M-V/def2-TZVPD

Summary:
largest force on an atom = 0.1190 hartree/bohr
charge = 0
total energy = -69471.75913 eV
HOMO level = -8.953 eV
orbital gap = 8.503 eV
E_LUMO = -0.450 eV

CARTESIAN COORDINATES (ANGSTROEM)
O (4.18, -3.52, 2.73)
S (3.42, -4.52, 2.00)
O (4.23, -5.73, 1.92)
F (2.02, -4.73, 2.81)
N (3.24, -3.93, 0.42)
I (3.29, -1.89, 0.22)
C (2.26, -4.63, -0.41)
F (2.30, -4.11, -1.70)
F (2.65, -5.96, -0.51)
C (0.78, -4.61, 0.05)
C (-0.05, -5.78, -0.34)
C (-1.46, -5.89, 0.04)
C (-2.12, -4.82, 0.79)
C (-1.32, -3.65, 1.18)
C (-1.93, -2.47, 1.98)
F (-3.31, -2.43, 1.89)
F (-1.50, -1.29, 1.35)
F (-1.51, -2.40, 3.28)
C (0.10, -3.58, 0.82)
H (0.40, -6.62, -0.93)
H (-2.06, -6.79, -0.23)
H (-3.20, -4.89, 1.06)
H (0.66, -2.69, 1.17)
C (1.49, 3.14, 2.51)
C (1.09, 1.93, 1.70)
O (1.91, 1.10, 1.32)
N (-0.22, 1.78, 1.40)
C (-1.33, 2.64, 1.76)
H (2.57, 3.12, 2.67)
H (1.24, 4.05, 1.98)
H (1.00, 3.12, 3.48)
H (-0.42, 0.95, 0.86)
H (-2.05, 2.06, 2.34)
H (-1.81, 2.99, 0.84)
H (-1.01, 3.50, 2.34)
C (-3.52, 6.38, -0.23)
C (-3.21, 6.08, 1.21)
O (-2.13, 5.64, 1.57)
N (-4.19, 6.30, 2.13)
C (-5.53, 6.81, 1.92)
H (-2.65, 6.15, -0.84)
H (-4.36, 5.77, -0.57)
H (-3.76, 7.44, -0.35)
H (-3.91, 6.07, 3.08)
H (-5.65, 7.73, 2.50)
H (-6.24, 6.07, 2.27)
H (-5.72, 7.02, 0.87)
C (2.15, -2.02, -4.23)
C (3.40, -1.34, -3.73)
O (3.93, -1.65, -2.67)
N (3.94, -0.36, -4.50)
C (3.47, 0.14, -5.78)
H (1.84, -2.78, -3.51)
H (1.35, -1.29, -4.34)
H (2.35, -2.51, -5.19)
H (4.77, 0.05, -4.11)
H (4.26, 0.00, -6.52)
H (3.26, 1.21, -5.68)
H (2.57, -0.37, -6.11)